This record from OMol25 describes C4H5NO in the gas phase at a distorted geometry. The level of theory is wB97M-V/def2-TZVPD.

Bonds (Å) are listed after each position.
CARTESIAN COORDINATES (ANGSTROEM)
1 N 0.7313 0.4742 1.4328  C2 1.362, H7 1.011, H8 1.007
2 C 1.0524 0.7958 0.1487  N1 1.362, O3 1.217, C4 1.556
3 O 1.9380 1.5845 -0.1257  C2 1.217
4 C 0.1805 0.1520 -0.9682  C2 1.556, C5 1.426, H9 1.085, H10 1.197
5 C -1.0741 -0.4289 -0.6176  C4 1.426, C6 1.221
6 C -1.8535 -1.3132 -0.2993  C5 1.221, H11 1.059
7 H 1.3756 0.7590 2.1583  N1 1.011
8 H 0.0636 -0.2503 1.6391  N1 1.007
9 H 0.3586 0.6853 -1.8959  C4 1.085
10 H 0.1034 -0.9677 -1.3838  C4 1.197
11 H -2.8757 -1.4908 -0.0885  C6 1.059

Values from the calculation:
HOMO-LUMO gap   0.377 hartree
2S+1   1
LUMO   0.63 eV
SMILES   C#CCC(N)=O
Energy relative to the best compared isomer or geometry (same formula, charge and spin)   73.0 kcal/mol